ORCA calculation (ωB97M-V/def2-TZVPD) on a molecular structure, C40H43BN6O3SSb2Sn.

Results
Multiplicity: 1
Charge: +2
LUMO level, eV: -7.55
Kohn-Sham gap, eV: 5.08

Last column: Löwdin charge in e.
Element x y z (Å)
Sn: 0.014 0.833 0.081  1.117
O: -0.264 1.080 2.502  -0.302
N: -1.390 1.501 3.023  -0.219
C: -1.437 1.706 4.352  -0.006
C: -2.571 2.160 4.976  -0.025
C: -3.703 2.419 4.208  -0.034
C: -3.648 2.190 2.852  -0.068
C: -2.482 1.711 2.256  -0.603
S: -2.454 1.382 0.557  0.651
H: -0.520 1.492 4.878  0.141
H: -2.567 2.311 6.044  0.121
H: -4.603 2.794 4.666  0.122
H: -4.499 2.374 2.217  0.114
C: -0.449 -4.864 -0.966  -0.342
C: -1.939 -5.059 -0.765  -0.368
C: -2.717 -4.049 -1.592  -0.349
Sb: -2.636 -2.124 -0.602  1.516
C: -3.585 -0.873 -2.089  -0.373
C: -3.408 -1.102 -3.442  -0.132
C: -4.072 -0.292 -4.350  -0.052
C: -4.888 0.733 -3.905  -0.041
C: -5.070 0.935 -2.548  -0.048
C: -4.423 0.126 -1.631  -0.192
C: -4.280 -2.623 0.729  -0.332
C: -4.116 -3.028 2.039  -0.113
C: -5.219 -3.489 2.744  -0.057
C: -6.462 -3.541 2.138  -0.050
C: -6.614 -3.125 0.826  -0.049
C: -5.520 -2.663 0.113  -0.123
Sb: 0.229 -2.884 -0.348  1.592
C: 1.860 -2.674 -1.819  -0.298
C: 2.412 -1.457 -2.163  -0.124
C: 3.403 -1.420 -3.131  -0.036
C: 3.821 -2.586 -3.746  -0.042
C: 3.262 -3.797 -3.383  -0.053
C: 2.276 -3.851 -2.411  -0.120
C: 0.334 -3.340 1.754  -0.373
C: -0.515 -2.704 2.636  -0.154
C: -0.492 -3.057 3.975  -0.062
C: 0.397 -4.023 4.417  -0.051
C: 1.260 -4.635 3.524  -0.049
C: 1.228 -4.302 2.179  -0.108
H: -0.234 -4.978 -2.030  0.062
H: 0.120 -5.608 -0.405  0.077
H: -2.217 -4.994 0.295  0.103
H: -2.200 -6.070 -1.091  0.126
H: -3.766 -4.330 -1.676  0.076
H: -2.289 -3.977 -2.595  0.066
H: -2.775 -1.902 -3.805  0.101
H: -3.950 -0.472 -5.407  0.118
H: -5.384 1.375 -4.614  0.119
H: -5.717 1.721 -2.194  0.118
H: -4.572 0.280 -0.573  0.052
H: -3.149 -3.004 2.523  0.075
H: -5.098 -3.815 3.766  0.115
H: -7.314 -3.910 2.686  0.118
H: -7.579 -3.165 0.346  0.119
H: -5.641 -2.339 -0.913  0.103
H: 2.104 -0.537 -1.690  0.064
H: 3.848 -0.475 -3.401  0.121
H: 4.588 -2.558 -4.505  0.120
H: 3.590 -4.715 -3.845  0.119
H: 1.875 -4.813 -2.128  0.090
H: -1.183 -1.918 2.285  0.076
H: -1.166 -2.582 4.673  0.114
H: 0.416 -4.295 5.462  0.117
H: 1.954 -5.382 3.875  0.118
H: 1.899 -4.776 1.476  0.112
B: 0.952 3.171 -2.893  -0.411
N: 0.351 1.786 -3.178  -0.062
C: 0.256 1.317 -4.422  -0.053
C: -0.232 0.021 -4.378  -0.034
C: -0.404 -0.220 -3.031  -0.232
N: -0.054 0.859 -2.318  -0.094
N: 1.036 3.609 -1.419  -0.057
C: 1.492 4.825 -1.127  -0.057
C: 1.504 4.992 0.248  -0.028
C: 1.040 3.788 0.739  -0.148
N: 0.753 2.963 -0.285  -0.099
H: 0.286 3.977 -3.460  0.082
H: 2.066 3.160 -3.320  0.080
H: 0.532 1.910 -5.269  0.136
H: -0.426 -0.637 -5.200  0.105
H: -0.746 -1.114 -2.536  0.027
H: 1.773 5.514 -1.898  0.137
H: 1.803 5.861 0.797  0.104
H: 0.885 3.469 1.752  0.099
N: 3.799 1.548 2.458  0.029
C: 3.101 0.293 2.701  -0.119
C: 2.691 -0.253 1.343  -0.596
O: 2.912 0.607 0.379  0.023
O: 2.133 -1.313 1.153  -0.043
H: 4.806 1.439 2.474  0.113
H: 3.556 2.271 3.122  0.107
H: 3.348 1.390 0.867  0.106
H: 2.156 0.473 3.222  0.121
H: 3.668 -0.457 3.261  0.141

---

ORCA calculation (ωB97M-V/def2-TZVPD) on a molecular structure, C40H43ClF5N4O3SiV.

Results
Multiplicity: 2
Charge: +1
LUMO level (spin up / spin down), eV: -3.57 / -3.60
Kohn-Sham gap (spin up / spin down), eV: 7.46 / 7.00

Last column: Mulliken spin population.
Element x y z (Å)
V: -0.887 -0.608 0.132  1.249
C: 1.463 1.260 -1.708  -0.003
N: 1.118 1.286 -0.292  -0.017
C: 2.302 1.330 0.572  0.015
C: 3.449 0.373 0.309  0.001
C: 4.665 0.648 0.933  0.000
C: 5.709 -0.249 0.799  0.000
C: 5.518 -1.387 0.028  0.000
C: 4.286 -1.564 -0.577  0.000
N: 3.268 -0.712 -0.437  0.003
C: 0.317 2.481 -0.005  0.034
C: -0.147 2.512 1.426  0.009
C: 0.064 3.613 2.241  0.000
C: -0.420 3.593 3.540  0.000
C: -1.109 2.475 3.976  0.000
C: -1.271 1.420 3.094  0.009
N: -0.790 1.420 1.851  0.001
C: 0.240 1.029 -2.536  0.016
C: 0.103 1.664 -3.762  -0.001
C: -1.034 1.454 -4.520  0.003
C: -2.011 0.616 -4.015  0.002
C: -1.802 0.027 -2.786  0.018
N: -0.699 0.209 -2.044  -0.035
H: 1.957 2.187 -2.030  0.002
H: 2.153 0.436 -1.876  -0.001
H: 2.720 2.348 0.564  0.002
H: 1.963 1.153 1.598  -0.004
H: 4.780 1.551 1.522  0.000
H: 6.660 -0.062 1.282  0.000
H: 6.307 -2.114 -0.113  0.000
H: 4.098 -2.430 -1.204  0.000
H: 0.887 3.392 -0.232  0.001
H: -0.561 2.470 -0.651  -0.013
H: 0.595 4.474 1.854  0.000
H: -0.267 4.440 4.197  0.000
H: -1.519 2.415 4.976  0.000
H: -1.836 0.546 3.397  0.001
H: 0.885 2.332 -4.100  0.000
H: -1.161 1.947 -5.476  0.000
H: -2.926 0.417 -4.556  0.000
H: -2.555 -0.617 -2.366  0.018
Cl: 1.995 -3.065 6.397  -0.001
C: 1.563 -2.510 4.818  -0.006
C: 2.568 -2.173 3.904  0.006
C: 2.262 -1.727 2.638  -0.011
C: 0.926 -1.588 2.244  0.025
O: 0.622 -1.143 1.039  -0.009
C: -0.077 -1.948 3.166  0.004
C: -1.440 -1.890 2.767  0.014
O: -1.841 -1.472 1.673  0.011
C: 0.251 -2.411 4.452  0.007
H: 3.603 -2.274 4.206  0.000
H: 3.048 -1.497 1.932  0.000
H: -2.200 -2.252 3.468  -0.001
H: -0.535 -2.690 5.145  0.000
C: -0.427 -4.097 0.497  -0.026
Si: -1.220 -3.019 -0.839  -0.174
C: -3.065 -3.565 -0.930  -0.016
C: -3.981 -2.601 -1.688  -0.005
C: -3.147 -4.940 -1.614  -0.001
C: -3.616 -3.737 0.490  -0.002
C: -0.132 -3.378 -2.394  -0.037
C: 1.181 -2.606 -2.218  -0.001
C: -0.746 -3.017 -3.750  -0.014
C: 0.244 -4.873 -2.430  -0.008
H: -0.596 -5.148 0.248  -0.001
H: -0.834 -3.948 1.498  0.004
H: 0.654 -3.937 0.541  0.000
H: -3.672 -2.476 -2.731  0.000
H: -4.024 -1.620 -1.207  0.004
H: -5.002 -2.998 -1.700  0.000
H: -2.848 -4.907 -2.660  0.000
H: -4.187 -5.287 -1.581  -0.001
H: -2.538 -5.692 -1.103  0.001
H: -3.666 -2.790 1.027  0.001
H: -3.017 -4.441 1.074  -0.001
H: -4.632 -4.143 0.432  0.001
H: 1.035 -1.526 -2.161  0.011
H: 1.849 -2.810 -3.065  0.001
H: 1.700 -2.906 -1.300  0.002
H: -0.938 -1.953 -3.861  0.000
H: -1.677 -3.550 -3.940  0.001
H: -0.045 -3.298 -4.545  0.000
H: 0.808 -5.178 -1.546  0.001
H: 0.890 -5.041 -3.299  -0.002
H: -0.615 -5.533 -2.532  0.001
F: -7.112 3.087 0.547  0.000
C: -5.980 2.408 0.396  -0.003
C: -5.005 2.861 -0.471  0.001
F: -5.196 3.987 -1.157  0.000
C: -3.835 2.146 -0.621  -0.010
F: -2.890 2.607 -1.458  -0.001
C: -3.589 0.955 0.068  0.011
O: -2.445 0.308 -0.154  -0.073
C: -4.589 0.534 0.950  -0.012
F: -4.418 -0.579 1.676  -0.002
C: -5.764 1.245 1.108  0.001
F: -6.692 0.806 1.957  0.000

---

ORCA calculation (ωB97M-V/def2-TZVPD) on a molecular structure, C40H43CrFN2O2S3.

Results
Multiplicity: 4
Charge: -1
LUMO level (spin up / spin down), eV: 2.14 / 2.14
Kohn-Sham gap (spin up / spin down), eV: 5.98 / 6.65

Last column: Mulliken spin population.
Element x y z (Å)
Cr: 0.189 -0.379 0.070  3.400
C: 1.110 -4.243 2.151  0.002
C: 0.186 -4.238 0.934  -0.015
C: 0.888 -3.610 -0.271  0.070
C: -1.211 -3.695 1.233  -0.042
C: -2.229 -4.651 1.256  0.003
C: -3.547 -4.310 1.500  -0.001
C: -3.863 -2.975 1.672  0.002
C: -2.880 -1.985 1.675  -0.003
C: -3.385 -0.561 1.884  -0.016
C: -3.301 -0.088 3.340  -0.001
C: -2.822 0.495 0.933  0.032
C: -1.536 -2.350 1.501  0.014
N: -0.527 -1.336 1.650  -0.249
C: -0.158 -1.060 2.955  0.047
C: -0.274 -1.959 4.030  0.034
C: 0.170 -1.643 5.308  -0.007
C: 0.730 -0.405 5.588  0.013
C: 0.796 0.535 4.565  -0.011
C: 0.341 0.205 3.312  0.022
F: 0.311 1.201 2.383  0.033
H: 2.043 -4.761 1.909  0.000
H: 0.650 -4.747 3.004  0.000
H: 1.354 -3.225 2.451  -0.003
H: 0.012 -5.284 0.667  -0.001
H: 1.384 -2.677 -0.001  -0.008
H: 0.191 -3.414 -1.087  -0.016
H: 1.666 -4.288 -0.634  0.004
H: -1.973 -5.687 1.065  0.000
H: -4.318 -5.070 1.535  0.000
H: -4.899 -2.684 1.808  0.000
H: -4.451 -0.630 1.654  -0.001
H: -2.273 0.119 3.642  0.001
H: -3.704 -0.839 4.022  0.000
H: -3.879 0.834 3.461  0.000
H: -1.800 0.768 1.201  0.034
H: -3.425 1.405 1.007  0.001
H: -2.834 0.152 -0.105  -0.026
H: -0.723 -2.926 3.842  0.004
H: 0.075 -2.384 6.095  0.000
H: 1.098 -0.168 6.577  0.002
H: 1.179 1.535 4.731  0.000
O: 0.046 0.832 -1.555  -0.004
S: 1.040 1.298 -2.591  0.026
C: 1.423 2.980 -2.087  0.007
C: 2.647 3.553 -2.751  0.006
C: 3.808 2.803 -2.932  0.000
C: 4.932 3.377 -3.507  -0.001
C: 4.912 4.706 -3.909  0.000
C: 3.760 5.459 -3.734  0.000
C: 2.634 4.883 -3.163  0.000
C: -0.003 1.567 -4.050  0.001
C: -1.078 2.590 -3.862  -0.001
C: -0.911 3.887 -4.338  0.000
C: -1.875 4.856 -4.099  0.000
C: -3.015 4.531 -3.375  0.000
C: -3.192 3.235 -2.909  0.000
C: -2.231 2.262 -3.152  0.001
H: 1.538 2.864 -1.007  -0.003
H: 0.533 3.586 -2.270  0.002
H: 3.839 1.770 -2.603  0.002
H: 5.829 2.785 -3.634  0.000
H: 5.793 5.154 -4.351  0.000
H: 3.737 6.497 -4.043  0.000
H: 1.730 5.468 -3.033  0.000
H: -0.411 0.560 -4.180  0.000
H: 0.687 1.806 -4.863  0.000
H: -0.016 4.139 -4.899  0.000
H: -1.738 5.861 -4.478  0.000
H: -3.766 5.286 -3.178  0.000
H: -4.085 2.973 -2.355  0.000
H: -2.363 1.243 -2.797  0.000
N: 1.894 -0.246 0.385  -0.409
C: 3.012 0.099 1.074  0.083
C: 3.490 -0.694 2.142  -0.031
C: 4.637 -0.349 2.833  -0.019
C: 5.369 0.790 2.506  0.028
C: 4.920 1.573 1.451  -0.020
C: 3.778 1.236 0.741  -0.035
H: 2.924 -1.572 2.420  0.016
H: 4.965 -0.984 3.649  -0.002
H: 6.261 1.057 3.058  0.004
H: 5.467 2.467 1.172  -0.002
H: 3.458 1.856 -0.089  0.021
C: -4.076 -4.282 -1.585  0.000
O: -3.066 -3.286 -1.477  0.002
C: -2.958 -2.337 -2.423  0.017
S: -3.994 -2.264 -3.739  0.002
S: -1.676 -1.244 -2.131  -0.009
H: -3.944 -4.911 -0.706  0.000
H: -3.954 -4.861 -2.499  0.000
H: -5.068 -3.834 -1.593  0.000